[1]
# C42H117N9O15

A cluster of 12 separate species, C42H117N9O15 in total (wB97M-V/def2-TZVPD, the OMol25 dataset).

Its charge is 0. As for the gap between HOMO and LUMO: 9.114 eV. The energy above the lowest of the compared OMol25 structures with the same formula, charge and spin comes out at 1.3199 eV. As for the calculated total energy: -3291.56284 Eh. As for the LUMO energy: 0.5 eV.

Atoms and positions in Å:
C: 0.787 -0.357 22.168
O: -0.279 -1.154 21.679
C: -0.623 -2.138 22.587
C: 0.517 -3.125 22.802
C: 1.063 -3.576 21.474
N: -0.117 -4.174 23.682
H: 0.512 0.046 23.174
H: 0.981 0.320 21.345
H: 1.757 -0.830 22.329
H: -0.972 -1.718 23.601
H: -1.549 -2.682 22.186
H: 1.294 -2.698 23.447
H: 1.889 -4.360 21.573
H: 1.535 -2.809 20.884
H: 0.269 -3.920 20.826
H: 0.358 -5.104 23.666
H: -1.049 -4.301 23.263
C: -6.628 1.560 24.823
O: -5.467 2.300 25.256
C: -5.302 2.268 26.660
C: -4.402 1.129 27.165
C: -4.360 1.274 28.667
N: -3.024 1.167 26.620
H: -6.743 1.754 23.773
H: -7.586 1.718 25.355
H: -6.464 0.469 24.861
H: -4.774 3.196 26.780
H: -6.313 2.144 27.173
H: -4.798 0.111 26.875
H: -5.370 1.117 28.940
H: -3.867 2.218 29.055
H: -3.803 0.444 29.097
H: -2.602 2.102 26.702
H: -3.000 0.997 25.637
C: 0.188 1.893 25.892
O: 1.408 1.366 26.310
C: 1.518 0.001 25.851
C: 2.595 -0.707 26.636
C: 3.949 -0.013 26.490
N: 2.636 -2.009 25.991
H: 0.209 2.969 25.878
H: -0.582 1.610 26.646
H: 0.023 1.480 24.917
H: 0.530 -0.509 25.988
H: 1.707 -0.040 24.732
H: 2.219 -0.667 27.658
H: 4.229 -0.129 25.385
H: 4.744 -0.340 27.122
H: 3.838 1.050 26.691
H: 1.661 -2.408 26.010
H: 3.142 -2.696 26.574
C: -6.867 -0.629 31.074
O: -6.699 -1.622 30.067
C: -5.578 -2.427 30.184
C: -5.640 -3.499 29.100
C: -6.723 -4.573 29.305
N: -4.373 -4.127 28.802
H: -6.838 -1.105 32.082
H: -7.903 -0.273 30.891
H: -6.184 0.179 31.017
H: -4.617 -1.923 30.046
H: -5.472 -2.851 31.252
H: -5.938 -2.878 28.180
H: -6.440 -5.283 30.115
H: -6.781 -5.121 28.382
H: -7.624 -4.021 29.560
H: -3.968 -4.630 29.588
H: -3.726 -3.409 28.511
C: -0.139 -4.527 33.758
O: -1.507 -4.197 33.556
C: -1.752 -2.776 33.487
C: -3.194 -2.574 33.093
C: -3.431 -1.104 33.287
N: -4.273 -3.321 33.771
H: 0.168 -4.319 34.753
H: 0.491 -3.786 33.169
H: 0.144 -5.476 33.445
H: -1.583 -2.411 34.549
H: -1.003 -2.350 32.868
H: -3.265 -2.816 32.019
H: -4.434 -0.722 33.108
H: -2.782 -0.558 32.605
H: -3.253 -0.720 34.298
H: -4.634 -2.871 34.617
H: -3.940 -4.257 33.928
C: -4.485 -9.486 28.905
O: -3.779 -8.599 28.075
C: -4.592 -7.528 27.633
C: -4.172 -7.024 26.256
C: -2.688 -6.757 26.280
N: -4.963 -5.861 25.910
H: -4.750 -9.101 29.887
H: -3.763 -10.351 29.043
H: -5.412 -9.795 28.408
H: -5.667 -7.764 27.645
H: -4.510 -6.682 28.372
H: -4.368 -7.807 25.514
H: -2.131 -7.643 26.554
H: -2.538 -5.997 27.085
H: -2.416 -6.270 25.379
H: -5.162 -5.389 26.806
H: -5.793 -6.059 25.345
C: -3.424 -0.044 22.955
O: -2.587 0.803 23.684
C: -2.012 1.813 22.869
C: -3.002 2.877 22.259
C: -2.223 3.714 21.288
N: -3.754 3.662 23.265
H: -3.776 -0.855 23.663
H: -2.958 -0.565 22.110
H: -4.254 0.586 22.615
H: -1.176 2.292 23.380
H: -1.524 1.330 21.962
H: -3.827 2.405 21.654
H: -1.338 4.073 21.794
H: -2.808 4.600 21.010
H: -2.037 3.142 20.367
H: -4.297 3.184 23.967
H: -3.126 4.350 23.727
C: -2.672 -9.005 34.630
O: -3.006 -8.230 33.454
C: -1.969 -7.999 32.532
C: -2.630 -7.421 31.235
C: -1.563 -7.276 30.133
N: -3.339 -6.202 31.534
H: -2.117 -8.377 35.300
H: -2.141 -9.932 34.282
H: -3.601 -9.376 35.074
H: -1.262 -7.313 32.986
H: -1.494 -8.966 32.203
H: -3.366 -8.117 30.963
H: -1.191 -8.272 29.985
H: -0.761 -6.592 30.579
H: -1.929 -6.716 29.249
H: -2.648 -5.593 31.945
H: -4.092 -6.373 32.221
C: 2.775 -6.188 24.542
O: 1.708 -6.693 23.742
C: 1.303 -7.904 24.239
C: 0.691 -8.796 23.193
C: -0.451 -8.039 22.514
N: 0.237 -10.117 23.710
H: 2.747 -6.442 25.588
H: 2.810 -5.089 24.423
H: 3.708 -6.685 24.119
H: 2.206 -8.421 24.575
H: 0.598 -7.673 25.009
H: 1.432 -8.931 22.415
H: -1.250 -7.820 23.169
H: -0.954 -8.686 21.699
H: -0.076 -7.132 22.078
H: 0.899 -10.906 23.632
H: -0.635 -10.370 23.257
O: 0.571 -4.684 28.231
C: 0.461 -4.152 29.540
C: -0.935 -3.779 30.011
O: -1.326 -2.397 30.002
H: 0.233 -4.075 27.559
H: 0.831 -4.977 30.170
H: 1.094 -3.271 29.697
H: -1.193 -4.099 30.998
H: -1.603 -4.325 29.373
H: -1.398 -2.130 29.084
O: -3.494 -4.763 23.766
C: -3.639 -5.805 22.807
C: -4.956 -6.080 22.122
O: -5.847 -6.617 23.107
H: -4.037 -4.884 24.543
H: -2.934 -5.553 21.976
H: -3.342 -6.754 23.209
H: -4.767 -6.774 21.350
H: -5.416 -5.181 21.662
H: -6.701 -6.654 22.657
O: -2.480 -1.418 27.557
C: -2.661 -2.115 26.356
C: -1.904 -3.382 26.212
O: -0.512 -3.166 26.141
H: -2.453 -0.440 27.403
H: -3.779 -2.361 26.351
H: -2.442 -1.487 25.490
H: -2.274 -3.863 25.326
H: -2.075 -4.071 27.038
H: -0.246 -3.556 25.243

Results of the Mulliken charge analysis, in e, for atoms 1 through 8: atom 1 (C): -0.330, atom 2 (O): -0.509, atom 3 (C): -0.436, atom 4 (C): 1.055, atom 5 (C): -1.821, atom 6 (N): 0.741, atom 7 (H): -0.369, atom 8 (H): 0.428


[2]
# C14H18N6O3

The molecule C14H18N6O3 (wB97M-V/def2-TZVPD, the OMol25 dataset).

Its charge is 0. As for the gap between HOMO and LUMO: 8.093 eV. The energy above the lowest of the compared OMol25 structures with the same formula, charge and spin comes out at 0.0000 eV. As for the calculated total energy: -1098.53183 Eh. As for the LUMO energy: -0.1 eV.

Atoms and positions in Å:
C: -3.753 3.455 1.113
C: -2.424 2.837 0.807
C: -2.346 1.644 0.104
C: -1.134 1.048 -0.190
C: 0.046 1.647 0.230
N: 1.307 1.118 -0.025
C: 1.694 -0.105 -0.448
N: 3.020 -0.237 -0.550
C: 3.509 -1.411 -0.927
N: 4.836 -1.497 -1.029
C: 2.642 -2.520 -1.210
N: 3.137 -3.761 -1.568
O: 4.355 -3.931 -1.662
O: 2.355 -4.692 -1.790
C: 1.238 -2.257 -1.070
N: 0.322 -3.192 -1.326
C: -1.089 -2.993 -1.125
C: -1.510 -3.261 0.329
O: -0.768 -2.519 1.258
N: 0.798 -1.051 -0.702
C: -0.024 2.853 0.925
C: -1.236 3.452 1.219
C: -1.272 4.747 1.972
H: -3.890 3.557 2.189
H: -3.824 4.451 0.675
H: -4.561 2.846 0.718
H: -3.258 1.167 -0.227
H: -1.091 0.133 -0.754
H: 2.093 1.715 0.200
H: 5.379 -0.684 -0.798
H: 5.246 -2.387 -1.286
H: 0.683 -4.125 -1.517
H: -1.328 -1.960 -1.386
H: -1.631 -3.668 -1.790
H: -2.585 -3.040 0.423
H: -1.348 -4.312 0.583
H: -0.620 -1.633 0.899
H: 0.894 3.330 1.244
H: -0.267 5.084 2.210
H: -1.829 4.633 2.901
H: -1.766 5.518 1.383

Results of the Mulliken charge analysis, in e, for atoms 1 through 8: atom 1 (C): -1.532, atom 2 (C): 1.206, atom 3 (C): -1.136, atom 4 (C): -0.713, atom 5 (C): 0.331, atom 6 (N): -0.035, atom 7 (C): 0.004, atom 8 (N): -0.677


[3]
# C4H7NO

The molecule C4H7NO (wB97M-V/def2-TZVPD, the OMol25 dataset).

Its charge is 0. As for the gap between HOMO and LUMO: 10.934 eV. The energy above the lowest of the compared OMol25 structures with the same formula, charge and spin comes out at 2.2596 eV. As for the calculated total energy: -286.54861 Eh. As for the LUMO energy: 0.9 eV.

Atoms and positions in Å:
H: -0.059 2.255 0.246
N: -0.957 1.877 0.539
C: -0.839 0.669 0.209
C: -1.655 -0.589 0.329
O: -0.463 -1.351 0.060
C: 0.247 -0.197 -0.435
C: 1.732 -0.227 -0.100
H: -2.124 -0.840 1.286
H: -2.381 -0.680 -0.492
H: 0.143 -0.126 -1.532
H: 2.118 -1.197 -0.438
H: 2.295 0.543 -0.642
H: 1.943 -0.138 0.969

Results of the Mulliken charge analysis, in e, for atoms 1 through 8: atom 1 (H): 0.265, atom 2 (N): -0.692, atom 3 (C): 0.328, atom 4 (C): -0.292, atom 5 (O): -0.414, atom 6 (C): 0.409, atom 7 (C): -1.280, atom 8 (H): 0.260


[4]
# C5H34NO10

A cluster of 11 separate species, C5H34NO10 in total (wB97M-V/def2-TZVPD, the OMol25 dataset).

Its charge is +1. As for the gap between HOMO and LUMO: 11.806 eV. The energy above the lowest of the compared OMol25 structures with the same formula, charge and spin comes out at 0.6557 eV. As for the calculated total energy: -1017.91958 Eh. As for the LUMO energy: -1.9 eV.

Atoms and positions in Å:
C: -0.186 -1.317 1.259
C: 0.832 -0.638 0.337
C: 0.521 0.856 0.127
C: 0.766 1.646 1.407
C: 1.408 1.377 -1.002
N: -0.398 -2.715 0.755
H: -1.140 -0.790 1.247
H: 0.198 -1.368 2.275
H: 0.902 -1.116 -0.644
H: 1.831 -0.684 0.755
H: -0.526 0.965 -0.179
H: 0.093 1.332 2.201
H: 0.594 2.704 1.235
H: 1.803 1.502 1.746
H: 1.259 0.828 -1.940
H: 1.185 2.423 -1.201
H: 2.461 1.350 -0.709
H: -1.098 -3.216 1.300
H: -0.684 -2.690 -0.255
H: 0.491 -3.244 0.848
H: -2.599 5.722 -0.991
H: -3.157 5.099 -2.231
O: -2.802 4.859 -1.374
H: -5.185 3.609 0.124
H: -3.711 3.887 -0.173
O: -4.309 3.435 0.468
H: -1.768 0.595 -2.575
H: -3.042 -0.195 -2.153
O: -2.173 -0.276 -2.627
H: 5.670 2.517 0.810
H: 6.735 1.512 0.367
O: 5.788 1.605 0.509
H: -4.437 0.245 -0.305
H: -5.158 -0.706 -1.286
O: -4.485 -0.021 -1.256
H: 2.769 -3.703 0.470
H: 2.218 -5.078 1.019
O: 1.948 -4.239 0.601
H: 4.489 -2.651 -0.601
H: 4.177 -1.872 0.744
O: 4.179 -2.752 0.301
H: -4.771 0.791 1.952
H: -3.998 1.777 1.061
O: -4.067 0.817 1.312
H: 4.618 -0.525 2.478
H: 4.790 0.309 1.215
O: 4.221 -0.403 1.607
H: -1.280 -1.654 -2.223
H: -0.874 -3.089 -2.647
O: -0.782 -2.461 -1.915

Results of the Mulliken charge analysis, in e, for atoms 1 through 8: atom 1 (C): -1.050, atom 2 (C): -0.376, atom 3 (C): 0.959, atom 4 (C): -1.472, atom 5 (C): -1.629, atom 6 (N): 0.017, atom 7 (H): 0.451, atom 8 (H): 0.328


[5]
# C3H4N2S2

The molecule C3H4N2S2 (wB97M-V/def2-TZVPD, the OMol25 dataset).

Its charge is 0. As for the gap between HOMO and LUMO: 9.025 eV. The energy above the lowest of the compared OMol25 structures with the same formula, charge and spin comes out at 2.0623 eV. As for the calculated total energy: -1022.53986 Eh. As for the LUMO energy: -0.2 eV.

Atoms and positions in Å:
N: -0.483 -1.574 1.713
C: -0.754 -0.483 1.255
C: -0.941 0.797 0.553
C: -0.469 0.427 -0.887
S: -1.238 0.347 -2.328
N: 0.833 -0.165 -0.896
S: 2.063 -0.182 0.297
H: -1.905 1.186 0.564
H: -0.319 1.548 1.016
H: 1.148 -0.423 -1.900
H: 2.065 -1.477 0.612

Results of the Mulliken charge analysis, in e, for atoms 1 through 8: atom 1 (N): -0.467, atom 2 (C): 0.371, atom 3 (C): -0.473, atom 4 (C): 0.370, atom 5 (S): -0.330, atom 6 (N): -0.317, atom 7 (S): -0.167, atom 8 (H): 0.343